ORCA calculation (ωB97M-V/def2-TZVPD) on an isolated molecule of C12H19OP.

```
33
Properties=species:S:1:pos:R:3:forces:R:3:mulliken_charge:R:1
C 3.290797 0.022980 0.236927 0.2 -0.1 -0.1 0.05
C 2.596725 -1.003097 0.705303 0.0 0.3 0.2 -0.37
C -1.847224 1.525230 1.436012 0.3 0.2 1.0 0.45
C -1.911272 0.931589 -2.155891 0.0 -0.3 0.2 -0.82
C -0.998331 -0.271841 -1.874624 0.0 0.2 -0.3 -0.74
C -3.532328 0.090381 -0.195797 0.0 -0.1 0.3 -0.66
C -2.946261 1.190832 -1.066931 0.3 0.4 -0.3 -0.08
C -0.188459 -0.136283 -0.647940 -0.7 0.5 0.3 -0.44
C -2.605758 1.086523 0.341791 -0.2 -0.4 -1.4 0.56
C 4.534176 -0.094541 -0.579276 0.0 0.0 0.0 -1.28
C -2.034513 0.708259 2.704108 0.1 0.2 -0.1 -1.27
C 1.372950 -0.861185 1.539785 -0.3 -0.2 -0.1 -0.66
O -1.096325 2.504145 1.403609 -0.2 -0.2 -0.1 -0.66
P -0.181129 -1.349319 0.627838 0.2 -0.2 0.4 -0.17
H 2.982801 1.033110 0.471455 -0.2 0.1 0.1 0.34
H 2.906205 -2.017666 0.487987 0.1 -0.1 -0.1 0.26
H -1.295716 1.830586 -2.241488 0.0 0.0 -0.1 0.35
H -2.419990 0.773796 -3.111260 0.0 0.1 0.0 0.43
H -1.577442 -1.199362 -1.850121 0.0 0.0 -0.1 0.36
H -0.317965 -0.338113 -2.732123 0.0 -0.2 -0.1 0.34
H -4.579655 0.156972 0.070028 -0.1 0.1 0.0 0.26
H -3.197657 -0.933571 -0.324093 0.1 -0.1 0.0 0.12
H -3.622687 1.985775 -1.373076 -0.1 0.0 0.2 0.35
H 0.230039 0.836527 -0.433215 0.2 0.1 0.0 0.53
H 4.512572 0.608586 -1.410709 0.1 0.0 -0.1 0.33
H 4.658357 -1.103712 -0.965319 0.1 -0.1 -0.1 0.32
H 5.403374 0.149932 0.032793 0.1 0.0 0.0 0.30
H -2.322418 -0.315481 2.473625 0.0 0.0 0.0 0.34
H -2.819389 1.167648 3.304402 -0.1 0.0 0.1 0.38
H -1.115411 0.717537 3.285100 0.0 0.0 0.0 0.33
H 1.226345 0.176391 1.848976 0.0 0.0 0.1 0.25
H 1.434795 -1.487385 2.434363 -0.1 0.1 0.0 0.46
H 0.347100 -2.423030 -0.113394 0.1 -0.3 -0.1 0.04
```
Positions in Å, forces in eV/Å.

The calculation puts the HOMO energy (alpha / beta) at -7.3 / -8.4 eV. Its gap between HOMO and LUMO (alpha / beta) is 6.410 / 8.560 eV. The value obtained for the relative energy (zero: lowest compared OMol25 entry of this formula, charge and spin) is 344.1 kJ/mol. The charge is 0. For the total energy, the calculation gives -24083.795 eV. Its molar mass is 210.3 g/mol. Its spin multiplicity is 1.

ORCA calculation (ωB97M-V/def2-TZVPD) on a structure of composition C12H20AsMoS4Sb2.

```
40
Properties=species:S:1:pos:R:3:forces:R:3:mulliken_charge:R:1
Mo -1.955015 0.258927 -1.868005 -0.7 -0.6 -0.5 -0.07
C 1.605178 -0.657271 -3.824723 0.0 -0.1 0.0 -1.22
Sb 0.810455 -0.099826 -1.948766 -0.3 0.3 0.2 1.07
C 1.907681 1.660295 -1.518423 0.0 0.0 -0.1 -1.30
C 1.646452 -1.493937 -0.540893 0.0 0.1 0.1 -1.51
C 1.910662 -0.808846 0.775796 -0.1 -0.1 -0.2 0.34
C 3.138511 -0.177025 0.965386 0.1 0.0 0.0 -0.46
C 3.432303 0.516245 2.126641 -0.1 0.0 0.0 -0.72
C 2.483987 0.581665 3.138796 0.0 0.0 -0.1 -0.72
C 1.271922 -0.066910 2.974485 0.0 0.0 0.0 -0.55
C 0.965306 -0.769566 1.808774 -0.1 -0.1 0.1 0.88
C -0.356936 -1.492411 1.748742 0.1 0.1 0.0 -1.52
Sb -1.924748 -0.310880 0.900878 0.0 0.0 -0.5 0.92
C -3.661454 -1.364827 1.480702 0.0 0.0 0.0 -1.14
C -1.920147 1.391659 2.153233 0.0 0.0 0.0 -1.22
H 2.678468 -0.480926 -3.810064 0.0 0.0 0.0 0.40
H 1.132040 -0.053071 -4.595143 0.0 0.0 0.0 0.35
H 1.401732 -1.709423 -4.009788 0.0 0.0 0.0 0.39
H 2.968241 1.434450 -1.437407 0.0 0.0 0.0 0.41
H 1.556230 2.090460 -0.583623 0.0 0.0 0.0 0.33
H 1.744788 2.368328 -2.329884 0.0 0.0 0.0 0.45
H 2.565700 -1.872024 -0.988240 0.0 0.0 0.1 0.63
H 0.952234 -2.326559 -0.453280 0.0 0.0 0.0 0.40
H 3.885624 -0.244135 0.181745 0.0 0.0 0.0 0.48
H 4.396052 0.992537 2.246366 0.0 0.0 0.0 0.43
H 2.696822 1.110290 4.058033 0.0 0.0 0.0 0.42
H 0.548058 -0.053434 3.782151 0.0 0.0 0.0 0.41
H -0.696530 -1.732008 2.757077 0.0 0.0 0.0 0.67
H -0.316721 -2.427234 1.191861 0.0 0.0 0.0 0.61
H -3.667182 -1.485386 2.562199 0.0 0.0 0.0 0.38
H -3.660952 -2.339313 0.998100 0.0 0.0 0.0 0.37
H -4.537172 -0.805192 1.160131 0.0 0.0 0.0 0.36
H -2.167534 1.091883 3.169817 0.0 0.0 0.0 0.38
H -2.657255 2.102234 1.785750 0.0 0.0 0.0 0.41
H -0.931219 1.844517 2.131907 0.0 0.0 0.0 0.36
S -4.096757 1.309483 -1.285583 0.0 -0.1 0.0 -0.23
As -3.743751 1.430148 -3.401029 -0.1 1.7 0.5 0.49
S -2.717521 -1.122768 -3.248903 0.7 -0.7 0.5 -0.25
S -1.726711 2.170756 -3.250322 0.4 0.0 -0.3 -0.22
S -4.960840 1.539095 -5.004494 0.1 -0.4 0.1 -0.22
```
Positions in Å, forces in eV/Å.

The calculation puts the HOMO energy (alpha / beta) at -11.5 / -11.5 eV. Its gap between HOMO and LUMO (alpha / beta) is 6.969 / 6.968 eV. The value obtained for the relative energy (zero: lowest compared OMol25 entry of this formula, charge and spin) is 93.8 kJ/mol. The charge is +1. For the total energy, the calculation gives -131873.213 eV. Its molar mass is 706.9 g/mol. Its spin multiplicity is 1.

The records above give, respectively, maximum force values of 1.449; 1.728 eV/Å.